No. 1
An isolated molecule of C4H6N4O3 in a non-equilibrium geometry, computed with wB97M-V/def2-TZVPD.

Geometry (Å):
C  1.32  -0.72  1.04
C  1.42  -0.76  -0.31
C  0.39  0.12  1.70
C  -0.70  1.25  -0.08
N  -0.64  0.70  1.07
N  0.66  -0.22  -1.12
N  -1.78  1.22  -0.83
N  0.72  -0.54  -2.42
O  1.65  -1.17  -2.93
O  -0.25  -0.12  -3.05
O  0.18  2.22  -0.35
H  2.21  -1.16  1.54
H  2.27  -1.54  -0.63
H  0.44  0.17  2.74
H  -1.84  1.92  -1.60
H  -2.26  0.34  -1.05
H  0.49  2.24  -1.28

## Properties
Multiplicity = 3
Frontier orbital gap (spin up / spin down) = 0.2395 / 0.2538 Ha
Expectation value of S² = 2.010
LUMO energy (spin up / spin down) = 0.375 / -3.025 eV
Total charge = 0


No. 2
An isolated molecule of C3H5N3 in a non-equilibrium geometry, computed with wB97M-V/def2-TZVPD.

Geometry (Å):
C  1.62  -0.20  0.09
N  0.41  -1.02  -0.35
C  -0.66  -0.37  -0.17
N  -0.75  0.88  0.41
C  -1.95  -0.92  -0.52
N  -2.99  -1.33  -0.80
H  2.45  -0.89  0.08
H  1.90  0.63  -0.59
H  1.65  0.26  1.10
H  -0.07  1.60  0.26
H  -1.62  1.37  0.49

## Properties
Structure (SMILES) = C/N=C(\N)C#N
Frontier orbital gap = 0.3965 Ha
Relative energy (zero: lowest compared OMol25 entry of this formula, charge and spin) = 1.2268 eV
LUMO energy = 0.652 eV
Total charge = 0


No. 3
A cluster of 2 separate species, C4H7NO in total in a non-equilibrium geometry, computed with wB97M-V/def2-TZVPD.

Geometry (Å):
C  -1.41  0.13  -0.90
C  2.53  0.80  0.15
C  -2.28  -0.31  0.13
C  1.73  -0.39  0.53
N  -0.55  0.33  -1.61
O  1.92  1.48  -0.76
H  -3.27  0.23  0.22
H  -1.76  -0.03  0.98
H  -2.39  -1.31  0.10
H  0.88  -0.18  1.24
H  2.36  -1.03  1.11
H  1.19  -0.80  -0.35
H  1.06  1.07  -0.85

## Properties
Frontier orbital gap = 0.3060 Ha
Relative energy (zero: lowest compared OMol25 entry of this formula, charge and spin) = 4.2684 eV
LUMO energy = 0.413 eV
Total charge = 0


No. 4
An isolated molecule of C4H3I in a non-equilibrium geometry, computed with wB97M-V/def2-TZVPD.

Geometry (Å):
C  -0.08  0.85  -0.80
C  1.03  0.28  -1.51
C  -0.38  -0.59  0.21
C  0.93  -0.23  -0.09
I  -1.57  1.60  0.63
H  -0.68  -0.60  1.23
H  -1.05  -1.20  -0.34
H  1.80  -0.11  0.67

## Properties
Frontier orbital gap = 0.2892 Ha
Relative energy (zero: lowest compared OMol25 entry of this formula, charge and spin) = 4.8799 eV
LUMO energy = -0.974 eV
Total charge = 0


No. 5
The ion C10H13F2IP with charge +1 in a non-equilibrium geometry, computed with wB97M-V/def2-TZVPD.

Geometry (Å):
C  0.21  -1.59  0.30
C  -1.59  -0.15  -0.35
C  1.06  -0.50  0.56
C  -0.84  0.91  0.10
C  -1.06  -1.44  -0.30
C  0.52  0.82  0.37
C  0.81  2.57  2.21
C  1.40  3.15  -0.21
C  -1.86  -2.53  -1.02
C  1.25  2.05  0.85
F  -1.89  -4.92  -2.31
F  -0.14  -4.70  -0.74
P  -0.86  -3.82  -1.83
I  1.16  -3.47  -3.67
H  0.52  -2.60  0.52
H  -2.66  -0.04  -0.65
H  1.93  -0.77  0.96
H  -1.36  1.85  0.19
H  -0.27  2.66  2.09
H  1.24  3.49  2.40
H  1.11  2.07  3.00
H  1.39  4.15  0.14
H  0.45  3.10  -0.77
H  2.19  3.08  -0.83
H  -2.61  -2.94  -0.39
H  -2.33  -1.94  -1.75
H  2.22  1.51  1.11

## Properties
Frontier orbital gap = 0.1980 Ha
Relative energy (zero: lowest compared OMol25 entry of this formula, charge and spin) = 0.0000 eV
LUMO energy = -7.057 eV
Total charge = +1


No. 6
An isolated molecule of C6H9N in a non-equilibrium geometry, computed with wB97M-V/def2-TZVPD.

Geometry (Å):
C  -0.42  -0.46  1.83
C  -0.12  -0.60  0.39
C  -1.11  -0.78  -0.62
C  -1.41  0.68  -1.17
C  -0.20  1.30  -1.23
C  1.19  0.63  -0.99
N  1.17  -0.40  0.07
H  -1.33  0.13  1.98
H  0.39  0.01  2.38
H  -0.58  -1.45  2.23
H  -1.98  -1.24  -0.17
H  -0.76  -1.38  -1.46
H  -0.11  2.34  -1.58
H  1.52  0.13  -1.89
H  1.95  1.32  -0.62
H  1.80  -0.25  0.85

## Properties
Frontier orbital gap = 0.2705 Ha
Relative energy (zero: lowest compared OMol25 entry of this formula, charge and spin) = 4.4945 eV
LUMO energy = 0.262 eV
Total charge = 0